This record from the Open Molecules 2025 dataset describes 6 unconnected molecules or ions with the total composition C31H69O15PS5Si in a non-equilibrium geometry. The level of theory is ωB97M-V with the def2-TZVPD basis set.

Calculated values
M (g/mol): 901.27
Kohn-Sham gap (eV): 9.145
E (hartree): -4972.90326
SMILES string: C[Si](C)(CCCCCCCCP)c1ccccc1.CCOS(C)(=O)=O.CCOS(C)(=O)=O.CCOS(C)(=O)=O.CCOS(C)(=O)=O.CCOS(C)(=O)=O
Highest occupied orbital energy (eV): -8.61

Last column: Mulliken charge in e.
Positions of all 122 atoms, in Å:
C: -4.60585 -0.06326 1.29885  -0.854
Si: -2.78753 -0.44957 1.27428  -0.195
C: -1.87710 1.18344 1.22823  -0.987
C: -2.30192 -1.38095 2.82223  -0.800
C: -0.81269 -1.71749 3.05947  0.296
C: -0.31793 -1.18480 4.39118  -1.140
C: 0.20216 0.24373 4.42417  -0.323
C: -0.66827 1.22905 5.18181  -0.538
C: 0.00025 2.51990 5.58256  -1.187
C: 0.25297 3.49684 4.43943  -0.194
C: 1.54684 4.26480 4.63039  -0.982
P: 1.98504 5.23693 3.14706  -0.099
C: -2.33087 -1.35470 -0.29406  0.557
C: -2.90145 -0.89026 -1.52361  -0.441
C: -2.59272 -1.52091 -2.77214  -0.939
C: -1.71202 -2.62604 -2.81616  -0.932
C: -1.13193 -3.09417 -1.59768  -1.101
C: -1.44975 -2.46630 -0.35537  -0.004
H: -4.88227 0.56127 0.46574  0.043
H: -5.24383 -0.93193 1.30365  0.356
H: -4.80791 0.49022 2.20340  0.349
H: -0.82172 1.01146 1.08053  0.095
H: -2.20617 1.74381 0.36682  0.548
H: -2.02449 1.78233 2.11155  0.342
H: -2.89589 -2.27603 2.91744  0.485
H: -2.61848 -0.74120 3.63506  0.530
H: -0.72563 -2.79055 3.06519  -0.575
H: -0.20318 -1.33714 2.25362  0.574
H: -1.12126 -1.29528 5.10547  0.501
H: 0.47525 -1.83076 4.73612  0.254
H: 0.29363 0.60404 3.40858  0.149
H: 1.19000 0.25793 4.85363  0.553
H: -1.02076 0.74706 6.08205  0.497
H: -1.52067 1.45032 4.55517  -0.043
H: 0.94059 2.29819 6.06753  0.511
H: -0.61436 3.00046 6.32779  0.383
H: -0.54143 4.22793 4.43098  0.366
H: 0.25937 2.98044 3.49424  0.197
H: 1.45203 4.86355 5.52064  0.379
H: 2.36992 3.58494 4.80332  0.460
H: 3.33141 5.50409 3.43631  0.012
H: 1.43901 6.47465 3.52597  0.041
H: -3.55743 -0.05796 -1.51376  0.496
H: -3.01894 -1.14575 -3.67938  0.526
H: -1.45679 -3.08464 -3.75062  1.041
H: -0.45376 -3.92148 -1.62038  0.490
H: -1.00704 -2.84422 0.54552  0.391
C: 2.17476 1.31533 -1.86298  -0.838
C: 3.63120 1.64485 -2.09082  -0.493
O: 3.92442 3.05714 -1.93824  -0.274
S: 4.00429 3.58974 -0.44903  1.218
C: 4.82262 5.10456 -0.78452  -0.978
O: 4.86097 2.71170 0.29396  -0.698
O: 2.69247 3.85375 0.05604  -0.572
H: 1.88935 1.46986 -0.82359  0.219
H: 1.99888 0.27273 -2.11843  0.395
H: 1.53820 1.94583 -2.48374  0.269
H: 4.27947 1.08516 -1.41641  0.357
H: 3.94008 1.42433 -3.10967  0.283
H: 5.80584 4.89969 -1.19524  0.304
H: 4.90747 5.63132 0.16258  0.405
H: 4.22236 5.67819 -1.48380  0.372
C: -8.52405 -0.61306 -3.94430  -0.983
C: -7.42532 0.27567 -4.48508  -0.273
O: -7.31554 1.53759 -3.77299  -0.308
S: -6.59245 1.51010 -2.36790  1.252
C: -6.33962 3.23766 -2.19256  -1.025
O: -5.33580 0.83581 -2.52397  -0.612
O: -7.49253 1.04430 -1.35975  -0.638
H: -8.29119 -0.97527 -2.94484  0.281
H: -8.64621 -1.47066 -4.60530  0.393
H: -9.46552 -0.06792 -3.89451  0.268
H: -6.45387 -0.21799 -4.46495  0.270
H: -7.62411 0.57842 -5.50956  0.275
H: -5.67537 3.57669 -2.98117  0.324
H: -5.88529 3.38413 -1.21549  0.365
H: -7.30385 3.73433 -2.24363  0.363
C: 10.75227 5.78517 -1.01938  -1.000
C: 9.69601 6.50515 -0.20984  -0.231
O: 9.41710 7.84277 -0.70305  -0.290
S: 8.50105 7.96296 -1.98704  1.149
C: 8.14719 9.67761 -1.86156  -0.964
O: 7.31412 7.18968 -1.76878  -0.539
O: 9.27359 7.71217 -3.16321  -0.613
H: 10.39896 5.55054 -2.02144  0.301
H: 11.01405 4.85458 -0.51681  0.386
H: 11.64586 6.40065 -1.11236  0.270
H: 8.76010 5.94782 -0.17300  0.241
H: 10.02333 6.67439 0.81250  0.270
H: 7.58714 9.85422 -0.94882  0.311
H: 7.55333 9.93299 -2.73540  0.367
H: 9.08517 10.22443 -1.86396  0.341
C: 0.10841 -5.88450 3.15317  -0.778
C: 0.02607 -5.38145 4.57975  -0.356
O: 0.00240 -6.45594 5.55295  -0.330
S: 1.38485 -7.15359 5.88756  1.274
C: 0.87206 -7.98836 7.34452  -0.934
O: 2.34318 -6.13788 6.20256  -0.647
O: 1.70159 -8.10924 4.87188  -0.625
H: 1.07094 -6.34857 2.94749  0.314
H: -0.02568 -5.04724 2.46788  0.197
H: -0.66844 -6.62453 2.96569  0.265
H: 0.84553 -4.70270 4.81638  0.376
H: -0.90918 -4.85311 4.75027  0.243
H: 0.60336 -7.25051 8.09367  0.313
H: 1.72195 -8.58098 7.67294  0.373
H: 0.03108 -8.62963 7.09882  0.318
C: -1.89955 -7.36336 -8.28161  -0.970
C: -3.31088 -7.12346 -7.79004  -0.379
O: -3.36902 -6.76774 -6.38536  -0.281
S: -2.99454 -5.27594 -6.00428  1.267
C: -3.62303 -5.27443 -4.37020  -0.764
O: -3.75229 -4.39157 -6.83857  -0.681
O: -1.57096 -5.13180 -5.96893  -0.613
H: -1.31739 -6.44421 -8.29114  0.297
H: -1.93642 -7.76205 -9.29516  0.384
H: -1.38902 -8.07887 -7.63864  0.263
H: -3.81609 -6.34721 -8.36463  0.347
H: -3.91142 -8.02755 -7.84959  0.269
H: -4.69925 -5.41341 -4.40304  0.358
H: -3.37479 -4.30422 -3.94945  0.175
H: -3.14084 -6.06708 -3.80564  0.315

---

This record from the Open Molecules 2025 dataset describes 10 unconnected molecules or ions with the total composition C31H70F3O27S9 in a non-equilibrium geometry. The level of theory is ωB97M-V with the def2-TZVPD basis set.

Calculated values
M (g/mol): 1220.47
Kohn-Sham gap (eV): 9.005
Total charge: -1
E (hartree): -7137.85605
Highest occupied orbital energy (eV): -7.46

Last column: Mulliken charge in e.
Positions of all 140 atoms, in Å:
C: 13.77680 -13.04660 1.43828  -0.784
F: 12.82929 -13.19361 0.52306  -0.092
F: 13.79180 -11.78982 1.98895  -0.021
F: 13.72308 -13.97809 2.34946  -0.043
S: 15.51724 -13.37748 0.58546  0.340
O: 16.52059 -12.84908 1.52121  -0.250
O: 15.57259 -14.86801 0.34410  0.011
O: 15.47919 -12.66101 -0.70283  -0.213
O: 16.34426 -11.88676 -7.11346  -0.649
S: 16.50923 -12.15993 -5.69103  1.104
O: 16.76074 -11.08711 -4.72453  -0.563
O: 15.24117 -13.04157 -5.12306  -0.453
C: 15.08835 -13.19856 -3.70405  1.292
C: 13.73059 -13.92634 -3.50418  -0.805
C: 17.94318 -13.41377 -5.61583  -0.735
H: 15.12282 -12.25687 -3.15620  -0.557
H: 15.89336 -13.76608 -3.23718  -0.035
H: 13.79246 -15.01351 -3.55241  0.171
H: 12.96870 -13.53314 -4.17725  0.429
H: 13.43094 -13.72312 -2.47606  -0.090
H: 17.98756 -13.74994 -4.57993  0.026
H: 18.84978 -12.87378 -5.88899  0.399
H: 17.75948 -14.19021 -6.35845  0.410
O: 13.77556 -6.77541 3.76532  -0.669
S: 12.62475 -7.69645 3.99813  1.191
O: 12.59360 -8.64987 5.10428  -0.599
O: 11.28351 -6.74165 4.10914  -0.268
C: 11.15320 -5.51846 3.38661  -0.216
C: 10.24865 -4.59449 4.25389  -1.190
C: 12.27491 -8.56695 2.40985  -0.295
H: 10.64988 -5.78783 2.45806  0.294
H: 12.05747 -5.01424 3.04578  0.353
H: 9.21456 -4.91114 4.11794  0.281
H: 10.32354 -3.57534 3.87464  0.366
H: 10.43466 -4.49856 5.32361  0.315
H: 13.01335 -9.35781 2.27810  -0.462
H: 12.48462 -7.88840 1.58300  0.321
H: 11.24206 -8.90447 2.49589  0.589
O: 16.34587 -16.02994 3.22770  -0.451
S: 17.75938 -16.13758 3.25564  0.896
O: 18.49501 -16.29805 4.52388  -0.747
O: 17.95309 -17.53656 2.37396  -0.040
C: 19.09644 -18.37589 2.69070  -0.488
C: 20.48082 -17.75656 2.39022  -0.910
C: 18.60078 -14.95507 2.06233  -0.839
H: 18.94616 -19.28332 2.10582  0.408
H: 19.00847 -18.75266 3.70972  0.351
H: 20.63925 -16.83811 2.95541  0.252
H: 20.52534 -17.46060 1.34211  0.180
H: 21.28646 -18.46482 2.58360  0.410
H: 18.20621 -15.29834 1.10598  0.010
H: 19.66296 -15.18918 1.99120  0.563
H: 18.35414 -13.92990 2.33854  0.437
O: 12.27234 -8.45175 -1.14024  -0.655
S: 13.73159 -8.55210 -1.32032  1.321
O: 14.45857 -7.48728 -2.05377  -0.660
O: 14.33239 -8.66973 0.21708  -0.256
C: 15.73708 -8.40951 0.46369  0.041
C: 16.01811 -8.73756 1.93053  -0.944
C: 14.13358 -10.23688 -1.94346  -0.587
H: 15.84125 -7.35132 0.22394  0.390
H: 16.27884 -9.15703 -0.11579  0.095
H: 15.96729 -9.80118 2.16343  0.059
H: 15.26189 -8.27068 2.56161  0.058
H: 16.99074 -8.43208 2.31625  0.517
H: 13.98391 -10.29569 -3.02153  0.542
H: 13.43972 -10.94601 -1.49206  0.104
H: 15.17966 -10.42002 -1.69796  -0.095
O: 20.74788 -15.96011 -0.93445  -0.585
S: 20.10763 -15.52235 -2.16681  1.183
O: 18.92259 -16.18020 -2.69032  -0.540
O: 19.91058 -13.83992 -2.08578  -0.411
C: 18.85022 -13.31539 -1.27175  0.484
C: 18.52685 -11.87495 -1.52564  -0.833
C: 21.38236 -15.50903 -3.47522  -1.003
H: 19.11765 -13.32841 -0.21515  0.204
H: 17.90721 -13.84344 -1.41313  0.030
H: 19.33904 -11.20000 -1.25566  0.450
H: 17.65958 -11.62320 -0.91525  -0.099
H: 18.29975 -11.69265 -2.57602  0.217
H: 22.30555 -15.12837 -3.03826  0.349
H: 20.92806 -14.94591 -4.29045  0.250
H: 21.58301 -16.55312 -3.71547  0.399
O: 11.71179 -17.83590 2.55087  -0.597
S: 12.48048 -18.54978 1.54865  1.184
O: 12.18428 -19.94789 1.24750  -0.683
O: 12.37862 -17.68981 0.13101  -0.410
C: 12.63526 -16.31002 0.29079  0.809
C: 11.68205 -15.74348 -0.75310  -1.247
C: 14.28188 -18.41457 2.01652  -0.437
H: 13.67456 -16.12694 0.01796  -0.553
H: 12.49847 -15.87905 1.28258  0.771
H: 12.16898 -14.82780 -1.08859  -0.142
H: 10.69717 -15.52453 -0.34057  0.336
H: 11.68236 -16.31812 -1.67932  0.377
H: 14.79768 -18.89428 1.18472  0.235
H: 14.39101 -19.05081 2.89481  0.552
H: 14.64743 -17.38882 2.06464  -0.248
O: 8.46322 -11.33395 1.29974  -0.644
S: 8.84825 -11.80905 2.62234  1.119
O: 9.63313 -10.93055 3.47935  -0.575
O: 7.48016 -12.36262 3.47436  -0.314
C: 6.28857 -12.66710 2.74606  -0.066
C: 5.39743 -13.44538 3.65535  -1.232
C: 9.67813 -13.43172 2.61331  -0.619
H: 6.59241 -13.33741 1.94204  0.254
H: 5.88160 -11.75058 2.31889  0.326
H: 4.89568 -12.71350 4.28836  0.314
H: 5.95536 -14.06760 4.35511  0.309
H: 4.66891 -14.06195 3.12887  0.360
H: 10.57838 -13.15235 2.06596  -0.040
H: 9.07792 -14.17079 2.08263  0.356
H: 9.76968 -13.80292 3.63406  0.425
O: 16.12260 -15.91259 6.50954  -0.596
S: 14.79648 -15.26165 6.44728  1.219
O: 14.01691 -15.19245 7.67834  -0.677
O: 14.96082 -13.64676 5.91742  -0.492
C: 15.73431 -13.40259 4.76819  1.270
C: 15.83063 -11.86896 4.58389  -1.310
C: 13.72857 -16.01109 5.08554  -0.408
H: 15.24740 -13.92141 3.94244  -0.636
H: 16.72261 -13.80968 4.98186  0.253
H: 16.23036 -11.43902 5.50229  0.536
H: 14.91739 -11.32195 4.34959  0.155
H: 16.52658 -11.71641 3.75898  0.196
H: 14.38787 -16.70555 4.56482  0.078
H: 13.41724 -15.13358 4.51882  -0.065
H: 12.92603 -16.46787 5.66467  0.551
C: 15.36789 -19.59148 -3.64182  -0.582
C: 16.38344 -19.74928 -2.69828  -0.453
C: 16.52668 -18.82730 -1.67110  -0.840
C: 15.57266 -17.83508 -1.49057  -0.045
C: 14.59846 -17.54391 -2.43863  0.841
C: 14.44699 -18.51875 -3.48466  -1.019
H: 15.30040 -20.36059 -4.39699  0.381
H: 17.10847 -20.54788 -2.75276  0.364
H: 17.33301 -18.84354 -0.95279  0.483
H: 15.74428 -17.16141 -0.66406  0.396
H: 13.80660 -16.82046 -2.31223  0.155
H: 13.52831 -18.50103 -4.05222  0.366